Entry 1:
C32H22AuCl4N2O3PS | ωB97M-V with the def2-TZVPD basis set

Structure (XYZ):
```
66
Properties=species:S:1:pos:R:3:forces:R:3
Au -0.270 -0.912 -0.392 0.109 -0.084 -0.144
Cl -5.273 -0.672 -2.177 0.062 -0.005 0.021
Cl -7.321 -0.104 0.124 -0.041 0.008 0.015
Cl -3.337 -0.445 3.768 0.049 0.005 0.045
Cl -6.355 -0.013 3.077 -0.031 0.000 0.011
S 1.714 -1.021 1.655 0.143 -0.199 0.079
P 0.454 1.423 -0.915 0.231 0.241 0.154
O 1.072 -2.237 -2.565 0.287 -0.003 0.013
O -2.552 -1.101 -1.167 -0.392 -0.032 0.045
O -1.688 -0.853 1.391 -0.080 0.027 -0.209
N 0.237 -3.148 2.466 -0.010 0.013 0.209
N 0.191 -1.285 3.763 -0.119 0.024 0.216
C -0.239 4.034 -1.814 0.077 -0.062 -0.011
C 3.618 -0.884 -2.021 -0.148 0.034 -0.070
C -0.311 -6.189 0.500 0.007 0.002 0.006
C -1.030 3.178 2.398 -0.042 -0.003 0.005
C 1.354 3.223 2.693 0.087 -0.018 0.008
C 1.585 -5.075 -0.435 -0.017 -0.039 -0.011
C -0.423 -5.188 1.446 -0.065 0.040 0.021
C 0.421 2.279 0.688 -0.039 -0.067 -0.022
C 0.667 -1.887 2.652 0.101 0.101 -0.258
C 1.483 -4.065 0.511 0.057 0.062 0.050
C 4.534 1.285 -1.551 0.003 0.057 -0.002
C -0.396 4.987 -2.812 -0.025 0.053 -0.001
C 0.461 -4.109 1.453 -0.011 -0.064 -0.129
C -3.889 -0.504 2.133 -0.228 0.064 0.093
C 1.528 2.599 1.466 -0.088 0.003 -0.023
C 1.191 -1.345 -1.781 -0.661 -0.042 0.190
C -5.659 -0.358 0.475 0.093 -0.027 -0.225
C 2.346 -0.410 -1.708 0.627 0.126 0.004
C 0.232 2.765 -2.137 -0.129 -0.154 -0.083
C -0.099 4.681 -4.130 -0.017 0.032 0.015
C 0.081 3.521 3.156 -0.008 -0.013 0.028
C -4.767 -0.602 -0.538 -0.352 0.037 0.065
C -5.219 -0.314 1.828 0.214 -0.033 0.077
C 2.169 0.911 -1.289 -0.125 -0.114 -0.047
C 0.345 3.407 -4.460 0.019 -0.042 -0.032
C 3.265 1.767 -1.266 0.008 0.013 -0.007
C -0.860 2.551 1.175 0.082 -0.018 -0.017
C 0.694 -6.135 -0.455 0.020 -0.018 -0.016
C -2.918 -0.732 1.126 0.105 -0.024 -0.002
C -3.377 -0.829 -0.272 0.234 -0.051 -0.100
C 0.501 2.451 -3.472 -0.045 0.040 0.082
C 4.712 -0.044 -1.913 0.003 -0.068 -0.043
H 0.836 1.452 -3.729 0.032 0.018 -0.053
H 2.378 -5.024 -1.169 -0.009 0.014 0.001
H 2.522 2.333 1.136 0.028 0.031 0.004
H -2.027 3.384 2.766 0.001 -0.002 -0.004
H -0.471 4.287 -0.789 0.019 0.012 0.016
H 0.307 -0.286 3.775 0.054 0.030 -0.023
H 5.702 -0.424 -2.132 0.010 0.045 0.002
H -0.475 -3.443 3.117 0.014 -0.026 0.016
H 3.727 -1.910 -2.351 0.010 0.000 0.028
H -0.045 4.005 4.116 -0.009 0.006 -0.004
H 0.566 3.157 -5.490 -0.003 -0.002 0.007
H 0.782 -6.913 -1.201 -0.002 0.013 -0.004
H 5.386 1.951 -1.500 -0.009 0.002 0.002
H -0.680 -1.604 4.163 -0.024 -0.029 -0.051
H -0.752 5.975 -2.552 0.006 -0.003 -0.003
H 3.123 2.814 -1.030 0.018 0.009 0.015
H -1.725 2.251 0.591 -0.027 0.024 0.031
H -0.216 5.432 -4.900 -0.009 -0.010 -0.004
H 2.221 3.467 3.294 -0.011 -0.003 0.006
H 2.198 -3.258 0.514 -0.023 0.048 0.031
H -1.212 -5.239 2.189 -0.013 0.025 -0.021
H -1.016 -7.010 0.507 0.002 -0.001 0.008
```
Forces are in eV/Å.

Computed properties:
Spin multiplicity: 3
Gap between HOMO and LUMO (spin up / spin down) in eV: 6.874 / 6.400

Charges computed using natural (NBO), reported in e: Au 0.88; Cl 0.06; Cl 0.06; Cl 0.01; Cl 0.07; S -0.29; P 0.84; O -0.51; O -0.60; O -0.73; N -0.59; N -0.78; C -0.24; C -0.19; C -0.19; C -0.20; C -0.23; C -0.17; C -0.26; C -0.37; C 0.34; C -0.28; C -0.19; C -0.19; C 0.23; C -0.18; C -0.13; C 0.33; C -0.10; C -0.07; C -0.25; C -0.21; C -0.21; C -0.12; C -0.06; C -0.35; C -0.20; C -0.20; C -0.20; C -0.23; C 0.40; C 0.31; C -0.21; C -0.19; H 0.22; H 0.22; H 0.21; H 0.22; H 0.23; H 0.42; H 0.22; H 0.39; H 0.23; H 0.22; H 0.22; H 0.22; H 0.22; H 0.39; H 0.22; H 0.22; H 0.22; H 0.22; H 0.22; H 0.25; H 0.20; H 0.22



Entry 2:
C43H74As2BCrN4O8P2S | ωB97M-V with the def2-TZVPD basis set

Structure (XYZ):
```
136
Properties=species:S:1:pos:R:3:forces:R:3
As 1.130 5.107 0.342 -0.089 -0.074 -0.127
As -1.221 2.268 -0.393 0.019 -0.153 0.388
Cr -0.030 -0.317 -0.539 0.162 -0.338 -0.791
S -0.096 -0.829 -3.024 0.350 0.039 0.077
P -1.375 -2.173 0.495 -0.061 0.108 0.209
P 2.921 -0.207 -0.443 -0.317 0.316 0.074
O 1.553 4.283 3.470 -0.028 0.104 0.024
O 0.528 5.196 -3.648 0.095 0.199 0.168
O -2.139 4.878 -3.092 -0.034 -0.143 -0.044
O -1.783 2.666 -3.374 -0.074 0.263 0.093
O -0.551 5.097 3.551 0.067 -0.006 0.039
O -0.783 2.317 3.629 -0.083 -0.254 -0.096
O -2.177 1.309 2.179 0.151 0.094 0.150
O 1.269 6.631 -2.073 -0.035 -0.147 -0.128
N -1.761 -1.883 -4.796 -0.155 0.069 0.091
N 1.852 -0.049 2.041 -0.101 -0.089 -0.129
N -0.109 -1.093 2.531 -0.138 0.065 -0.147
N -2.602 -0.143 -3.560 0.214 0.241 -0.074
C -0.044 -4.102 -0.957 0.098 0.060 -0.007
C 2.940 -0.463 4.280 0.000 -0.050 0.064
C 3.423 1.222 -1.544 0.063 0.030 -0.020
C 0.519 -1.794 4.868 -0.026 0.006 0.052
C -3.860 -0.119 -4.291 -0.030 -0.130 0.029
C -0.301 5.539 4.894 -0.042 0.083 0.030
C -3.145 2.601 -0.250 0.014 0.111 -0.091
C 2.321 2.270 -1.372 -0.086 -0.023 -0.067
C 0.148 4.717 -1.323 -0.024 0.084 -0.016
C 1.929 -0.534 3.341 0.002 0.009 0.060
C 1.903 7.424 -3.087 0.030 0.065 -0.095
C 3.391 0.789 -3.015 -0.031 -0.048 -0.010
C 4.303 -1.482 -0.347 -0.062 -0.073 -0.072
C 0.462 4.435 2.990 -0.024 -0.118 -0.075
C -3.183 -2.286 0.037 -0.029 -0.004 0.005
C 3.725 -2.660 0.443 -0.019 0.038 0.014
C -2.834 4.971 -4.347 -0.063 -0.042 -0.018
C -0.661 2.937 1.353 -0.120 -0.069 -0.061
C 0.116 3.988 1.599 0.057 -0.003 -0.116
C -0.792 3.795 -1.521 0.005 -0.067 -0.001
C 0.625 5.537 -2.497 -0.078 -0.265 0.124
C 4.771 1.867 -1.224 0.009 0.001 0.000
C -0.824 -2.937 -5.165 0.110 0.017 -0.027
C -1.472 -5.021 0.885 0.015 0.010 -0.004
C 5.595 -1.043 0.348 0.008 0.021 -0.043
C -4.080 -2.970 1.072 -0.010 -0.054 -0.082
C 0.157 6.754 0.789 0.056 0.075 0.081
C 4.647 -1.981 -1.753 -0.012 0.002 0.007
C 0.716 -1.195 3.639 0.022 0.041 0.107
C -3.645 -0.831 -0.096 0.082 0.093 -0.040
C -1.371 1.567 4.705 0.028 0.057 0.018
C -1.591 3.712 -2.787 0.221 -0.046 0.023
C 2.940 0.524 1.283 0.179 0.026 0.027
C 0.624 -3.849 1.430 0.056 0.034 -0.051
C -1.568 -4.230 -5.434 0.014 -0.028 -0.027
C -3.332 -2.958 -1.331 0.123 0.003 -0.041
C 1.546 -1.727 5.805 0.007 -0.001 -0.005
C -1.578 -0.956 -3.855 -0.185 -0.098 0.167
C -1.379 -1.746 2.308 -0.037 -0.120 0.034
C 2.736 -1.071 5.516 0.005 0.006 -0.011
C -1.287 2.096 2.423 0.005 0.199 -0.036
C -4.758 0.968 -3.734 -0.068 -0.047 -0.005
C -0.565 -3.862 0.464 -0.114 -0.047 -0.018
B 0.580 -0.397 1.476 0.006 0.231 0.229
H -0.864 -5.926 0.941 0.013 -0.041 -0.009
H 2.465 0.272 -3.268 -0.014 0.006 0.007
H 3.756 -2.195 -2.343 -0.069 0.000 -0.041
H -2.572 5.939 -4.763 -0.031 -0.001 -0.012
H -3.015 -0.275 -0.798 -0.048 -0.082 0.009
H -0.118 -3.047 -4.343 -0.031 -0.016 -0.052
H -2.317 0.729 -3.125 -0.026 -0.084 -0.020
H -0.413 -2.294 5.103 -0.020 -0.023 0.009
H -2.614 -2.561 -2.055 -0.050 0.003 0.057
H -5.693 1.000 -4.289 -0.040 0.003 -0.014
H 0.442 7.047 1.800 -0.030 -0.001 -0.018
H -2.072 -4.587 -4.536 -0.016 0.000 0.043
H -3.681 0.046 -5.360 -0.011 0.035 0.009
H 4.887 2.086 -0.162 -0.003 0.011 0.069
H 2.463 3.062 -2.113 0.025 0.000 0.033
H -4.990 0.777 -2.687 0.010 -0.010 0.046
H 2.658 8.010 -2.571 -0.016 0.020 -0.045
H 1.197 -4.766 1.273 0.045 -0.024 0.007
H -2.525 4.169 -5.013 -0.014 0.056 0.023
H -1.297 0.504 4.495 -0.004 -0.036 0.024
H -3.912 -4.041 1.138 0.037 -0.023 0.004
H -0.870 -4.997 -5.763 0.022 -0.040 -0.002
H 2.338 2.728 -0.383 -0.016 -0.007 0.023
H -2.277 -5.215 0.178 -0.028 0.020 -0.023
H 2.351 6.781 -3.844 -0.021 0.071 0.067
H 5.220 -2.906 -1.666 0.032 -0.052 0.005
H 6.062 -0.177 -0.112 -0.010 0.030 -0.013
H 3.388 -2.364 1.438 -0.009 0.035 0.064
H 4.857 2.812 -1.764 0.006 0.040 -0.046
H 0.047 4.706 5.503 -0.013 0.025 0.003
H -1.253 5.918 5.256 0.061 -0.002 0.014
H 3.886 0.305 1.777 0.026 0.031 -0.026
H -2.414 1.857 4.828 0.026 -0.028 0.015
H 0.452 6.326 4.895 -0.010 -0.035 0.035
H 0.309 -3.833 2.471 -0.022 -0.009 0.061
H 0.672 -3.331 -1.257 -0.050 -0.031 0.035
H 5.456 -0.840 1.408 -0.037 0.018 0.076
H 1.412 -2.187 6.774 -0.002 -0.029 0.051
H 5.263 -1.269 -2.298 0.032 0.024 -0.012
H 3.514 -1.025 6.263 0.035 -0.002 0.037
H 6.304 -1.871 0.285 0.036 -0.024 -0.017
H 3.863 0.059 4.071 0.055 0.035 -0.012
H 2.858 1.613 1.230 0.021 -0.054 0.001
H -4.336 -2.769 -1.716 -0.093 0.002 -0.017
H -2.217 -1.080 2.532 0.000 -0.031 -0.025
H -4.279 1.940 -3.814 0.064 0.089 -0.019
H -0.844 -4.111 -1.697 -0.038 -0.005 -0.024
H -1.905 -4.865 1.873 -0.018 0.029 0.039
H -0.257 -2.620 -6.045 -0.015 -0.039 0.056
H -3.202 -4.037 -1.274 0.029 -0.043 -0.019
H 1.162 8.076 -3.548 0.052 -0.015 -0.032
H 4.500 -3.418 0.570 0.042 -0.050 0.002
H 2.889 -3.117 -0.084 -0.024 -0.010 -0.047
H -2.630 -1.865 -5.307 0.025 0.012 0.006
H -0.786 1.824 5.583 -0.043 -0.048 -0.012
H -3.624 1.731 0.181 -0.027 0.037 0.010
H -3.629 -0.310 0.862 0.046 -0.002 0.041
H 0.459 -5.070 -0.992 0.033 -0.065 -0.023
H 5.602 1.239 -1.540 0.027 -0.029 -0.004
H 0.468 7.531 0.096 -0.013 -0.010 0.020
H -3.306 3.467 0.391 -0.016 -0.005 -0.036
H -0.919 6.608 0.740 0.015 -0.016 -0.004
H -4.669 -0.813 -0.475 -0.078 -0.005 0.003
H -3.547 2.798 -1.243 -0.013 -0.011 -0.012
H 4.226 0.148 -3.282 0.014 -0.010 0.000
H -2.315 -4.111 -6.220 -0.018 0.021 -0.035
H 3.449 1.680 -3.643 0.014 0.056 -0.036
H -1.487 -2.647 2.920 0.017 0.033 -0.021
H 1.286 -3.003 1.268 -0.060 -0.001 -0.004
H -4.349 -1.092 -4.176 0.010 0.003 -0.043
H 1.326 1.844 -1.553 0.128 0.007 -0.031
H -5.123 -2.822 0.781 -0.056 -0.007 -0.016
H -3.905 4.918 -4.154 0.030 -0.006 -0.057
H -3.963 -2.540 2.065 0.027 0.041 0.065
```
Forces are in eV/Å.

Computed properties:
Spin multiplicity: 5
Gap between HOMO and LUMO (spin up / spin down) in eV: 6.876 / 7.034
Total charge: +1

Atom charges from the Mulliken analysis, given in e for atoms 1 to 99: As 0.76; As 2.07; Cr 0.07; S -0.59; P -0.08; P 1.44; O -0.60; O -0.57; O -0.24; O -0.66; O -0.25; O -0.02; O -0.64; O -0.36; N -0.05; N 0.67; N 0.97; N 1.20; C -1.61; C -1.06; C 2.65; C -0.77; C -0.66; C -0.75; C -1.56; C -1.57; C 0.89; C 0.59; C -0.83; C -1.95; C 1.75; C -0.65; C 2.63; C -1.69; C -0.85; C -0.30; C 0.57; C 0.50; C -0.01; C -2.23; C -0.20; C -1.97; C -1.78; C -1.98; C -1.24; C -2.05; C 0.18; C -1.81; C -0.59; C -1.71; C -1.28; C -2.15; C -1.36; C -1.63; C -1.01; C -0.16; C -1.79; C -0.90; C 0.51; C -1.17; C 2.53; B 2.49; H 0.50; H 0.01; H 0.27; H 0.31; H -0.10; H 0.17; H -0.88; H 0.48; H -0.01; H 0.47; H 0.40; H 0.27; H 0.50; H 0.28; H 0.86; H 0.17; H 0.27; H 0.76; H 0.38; H 0.02; H 0.38; H 0.39; H -0.14; H 0.32; H 0.35; H 0.55; H 0.24; H 0.03; H 0.51; H 0.30; H 0.29; H 0.22; H 0.35; H 0.31; H 0.37; H -0.09; H 0.37



The evaluated energy above the lowest of the compared OMol25 structures with the same formula, charge and spin for the records listed, in turn: 1.135 0.000 eV.
The evaluated F_max for the records listed, in turn: 0.0134 0.0170 Eh/bohr.
The evaluated energy for the records listed, in turn: -116569.4462 -248318.3497 eV.